[1]
This record from the OMol25 dataset describes a structure of composition C16H25F5InN6O7S at a distorted geometry. The level of theory is ωB97M-V/def2-TZVPD.

XYZ file:
```
61
Properties=species:S:1:pos:R:3:forces:R:3
In -0.027724 -0.187989 0.243350 -0.99 0.47 0.37
O 1.710497 -1.551776 0.332342 -0.05 -0.16 -0.12
N 2.165648 -1.118639 -0.774081 1.56 -0.49 -0.62
O 3.176308 -1.515659 -1.271265 -0.85 0.28 0.35
O 1.465636 -0.172465 -1.321887 -0.31 0.05 0.16
C 2.384403 -6.981971 -3.636599 -0.03 0.01 -0.09
C 2.096593 -6.615083 -2.188529 -0.27 0.11 -0.04
S 0.722666 -5.447553 -2.097111 -0.40 0.39 0.22
O -0.070881 -5.515406 -3.296128 -0.19 -0.27 -0.03
O 1.199817 -4.142391 -1.704467 0.16 0.05 0.28
C -0.336316 -6.048161 -0.736102 0.22 0.48 -0.39
C -1.742755 -5.414582 -0.770717 0.17 -0.14 -0.09
N -1.781655 -3.945092 -0.950822 0.30 -0.07 -0.06
C -1.321238 -3.051202 -0.056592 -0.33 -0.03 -0.01
N -1.337919 -1.817044 -0.575014 0.64 0.01 0.15
C -1.757293 -1.937454 -1.872626 -0.32 0.01 -0.17
C -2.064911 -3.234810 -2.107876 0.34 0.22 0.17
N -2.653737 -3.741346 -3.325287 -0.12 -0.17 -0.09
O -2.607262 -2.987764 -4.271093 0.02 -0.06 0.07
O -3.185577 -4.833411 -3.300434 0.13 0.16 0.09
C -0.900458 -3.363484 1.330020 0.19 0.06 -0.06
H 3.107393 -7.794719 -3.676327 0.06 0.04 0.08
H 2.791068 -6.129103 -4.177057 -0.02 -0.02 -0.03
H 1.476921 -7.309146 -4.140025 0.02 0.01 -0.01
H 2.936441 -6.114409 -1.709528 -0.05 -0.03 0.10
H 1.793295 -7.481931 -1.600698 0.08 -0.02 0.02
H 0.195645 -5.842498 0.191843 0.06 -0.07 0.00
H -0.425884 -7.121943 -0.892984 -0.17 -0.03 0.17
H -2.262130 -5.630031 0.161445 0.00 -0.11 -0.03
H -2.303152 -5.850065 -1.587390 -0.12 0.09 -0.04
H -1.854719 -1.103775 -2.544092 -0.02 -0.07 -0.04
H -1.111963 -4.394707 1.597203 0.00 0.03 0.03
H -1.415458 -2.706884 2.030582 -0.04 -0.03 0.01
H 0.172388 -3.182643 1.427546 0.02 -0.11 0.04
C -0.801075 1.815406 -2.097956 -0.04 0.14 -0.29
C -1.450079 3.110108 -2.660393 0.01 -0.08 0.07
N -2.074668 3.861267 -1.580582 -0.04 0.12 -0.05
C -1.061111 4.239180 -0.604511 0.03 -0.15 0.01
C -0.391703 2.965235 -0.014839 -0.02 0.39 0.06
N -1.013866 1.764328 -0.628898 0.43 -0.89 0.20
C -2.468159 1.763180 -0.340405 -0.30 0.14 0.02
C -3.100427 3.053262 -0.936138 0.06 -0.08 0.00
H 0.270701 1.774077 -2.290431 -0.03 -0.01 0.02
H -1.256337 0.928875 -2.543199 0.04 0.01 0.05
H -2.207387 2.868378 -3.406296 0.01 0.02 0.00
H -0.700907 3.742653 -3.135846 -0.01 -0.02 -0.01
H -1.535447 4.821316 0.185293 0.02 0.02 -0.02
H -0.320798 4.871504 -1.093958 -0.02 0.02 0.02
H -0.537730 2.919673 1.062974 0.05 -0.10 -0.03
H 0.677948 2.939011 -0.224011 -0.01 -0.04 0.01
H -2.604408 1.717121 0.741173 0.06 -0.04 -0.01
H -2.907521 0.863993 -0.778404 0.05 -0.01 0.00
H -3.569975 3.647845 -0.152813 -0.01 -0.02 -0.01
H -3.864360 2.803438 -1.672590 0.00 0.01 0.01
F -0.336165 -0.822439 3.249632 0.04 -0.06 0.07
C -0.052619 0.242863 2.465104 -0.12 -0.10 -0.85
F -0.981171 1.203216 2.736230 0.02 0.10 0.13
C 1.331186 0.780747 2.831064 0.33 0.15 0.08
F 1.401183 1.345735 4.025514 -0.13 -0.03 -0.03
F 2.231962 -0.197203 2.755682 -0.08 0.03 0.08
F 1.665444 1.715168 1.900805 -0.05 -0.11 0.12
```
Positions in Å, forces in eV/Å.

Computed properties:
Orbital gap (eV): 8.346
Energy above the lowest of the compared OMol25 structures with the same formula, charge and spin (kJ/mol): 0.0
2S+1: 1
E_HOMO (eV): -11.65
Charge: +1
Total energy (eV): -69855.5238
F_max (eV Å⁻¹): 1.8

Atomic partial charges in e from the natural (NBO) method, atoms 1 to 2: number 1, In, carries 1.69; number 2, O, carries -0.54



[2]
This record from the OMol25 dataset describes a cluster of 2 separate species, C16H25N2O2S in total at a distorted geometry. The level of theory is ωB97M-V/def2-TZVPD.

XYZ file:
```
46
Properties=species:S:1:pos:R:3:forces:R:3
C -2.850778 1.083924 6.061711 -0.87 0.09 -0.53
C -3.026507 0.748272 4.434655 0.56 0.04 1.64
C -3.095514 -0.899656 4.286862 -0.19 0.48 -0.23
C -1.709712 1.420500 3.687303 -0.51 -0.48 -0.46
C -1.970741 1.702611 2.075888 -2.39 1.37 -2.77
C -0.867243 1.199252 0.926608 -2.90 1.57 -2.40
C -1.098250 1.408490 -0.682532 -1.69 0.45 3.18
C -0.109390 0.911994 -1.890571 -0.21 0.80 -0.40
C 1.494728 1.045633 -1.582428 0.56 -0.17 -0.98
C 2.087631 -0.029046 -0.494970 -0.43 -0.16 0.38
O 3.014482 -1.027797 -1.085011 -2.87 0.13 0.62
C -2.510969 2.171463 -1.141554 -0.64 0.25 0.04
N -2.918351 2.442831 -2.589521 -1.49 0.68 6.98
S -4.450123 3.274360 -2.374835 1.79 -1.18 2.34
N -4.834334 3.392830 -0.663898 6.15 -3.27 -0.69
C -3.620062 2.706157 -0.010383 -0.18 0.05 -0.84
C -3.388103 2.466319 1.628506 3.73 -1.71 -1.90
H -3.797733 0.649205 6.642656 2.18 0.81 -1.20
H -2.886941 2.254497 6.196643 0.33 -2.33 -0.09
H -1.857143 0.608704 6.488811 -2.05 1.08 -0.86
H -4.031530 1.261029 4.117741 2.05 -1.06 0.35
H -4.143239 -1.187447 3.810539 2.43 0.39 0.86
H -2.184218 -1.245903 3.608145 -2.16 0.49 1.40
H -3.027454 -1.422787 5.355930 -0.06 1.20 -2.38
H -1.419348 2.401941 4.285362 -0.59 -1.93 -1.55
H -0.836686 0.636729 3.811253 -1.61 1.70 -0.37
H 0.092033 0.663121 1.328058 -2.04 1.19 -0.99
H -0.405653 -0.175945 -2.282631 0.71 2.28 1.17
H -0.331986 1.629755 -2.818087 0.32 -1.52 2.12
H 2.050197 0.813429 -2.613142 -1.23 0.34 2.24
H 1.809809 2.168000 -1.324958 -0.97 -2.45 -0.31
H 2.659092 0.576329 0.361214 -1.20 -1.53 -1.82
H 1.187387 -0.667728 -0.039833 1.80 1.68 -0.70
H 2.396451 -1.802283 -1.323139 1.74 1.60 -0.04
H -4.195217 2.838391 2.415393 2.02 -0.91 -1.99
C 4.551787 -3.196017 -5.683606 0.98 0.14 -0.40
C 3.971352 -2.618723 -4.381850 -0.04 -2.14 -0.03
C 4.647305 -3.297217 -3.178864 1.01 0.10 0.33
O 2.684090 -2.916027 -4.344878 -2.01 0.75 0.26
H 4.397616 -4.279806 -5.768371 -0.18 0.17 0.23
H 4.104486 -2.723193 -6.567187 -0.10 -0.01 0.24
H 5.632722 -3.016892 -5.730623 0.28 -0.01 -0.18
H 4.290129 -1.567108 -4.351609 -0.07 0.85 0.05
H 4.496703 -4.384788 -3.170048 -0.20 0.17 -0.24
H 4.270012 -2.898346 -2.228748 -0.03 0.01 -0.27
H 5.729214 -3.119056 -3.200000 0.29 -0.02 0.19
```
Positions in Å, forces in eV/Å.

Computed properties:
Orbital gap (eV): 2.623
2S+1: 1
E_HOMO (eV): -2.33
Charge: -1
Total energy (eV): -34894.6632
F_max (eV Å⁻¹): 7.2

Atomic partial charges in e from the natural (NBO) method, atoms 1 to 2: number 1, C, carries -0.64; number 2, C, carries -0.20



[3]
This record from the OMol25 dataset describes a structure of composition C16H25N3O5PS2Sr at a distorted geometry. The level of theory is ωB97M-V/def2-TZVPD.

XYZ file:
```
53
Properties=species:S:1:pos:R:3:forces:R:3
Sr 0.345128 0.873629 -1.084032 1.19 -0.03 -0.62
C 2.299630 2.578736 -1.562519 0.27 0.69 -0.15
C 2.637290 2.625517 -0.176428 -0.18 -0.12 -0.18
C 3.929628 2.119819 -0.047314 0.10 -0.22 0.20
C 4.400916 1.760917 -1.333304 0.13 -0.40 0.01
C 3.390139 2.026405 -2.265436 -0.13 0.09 0.17
H 1.553493 3.232054 -2.013138 -0.18 -0.27 -0.03
H 2.045976 3.060984 0.618745 0.01 0.11 -0.03
H 4.485636 2.067586 0.880679 0.04 0.03 -0.02
H 5.407804 1.447147 -1.588527 0.02 0.06 0.02
H 3.467425 1.893159 -3.333573 0.00 0.10 -0.04
O -1.278037 0.005437 2.913338 -0.10 0.06 0.14
C -1.743798 0.724384 2.051360 0.35 -0.70 0.67
N -1.328804 0.670776 0.750130 -0.65 0.88 -0.73
S -2.154703 1.775765 -0.131081 -0.39 0.32 -0.13
O -2.849103 1.135051 -1.235106 0.10 -0.07 0.26
O -1.213339 2.806589 -0.612025 -0.42 -0.53 0.38
C -3.216890 2.362352 1.130264 0.05 0.04 -0.22
C -4.249205 3.274028 1.060171 -0.05 0.11 0.07
C -4.926376 3.528526 2.246518 0.04 -0.02 -0.03
C -4.567096 2.882280 3.428623 -0.05 0.05 0.01
C -3.531155 1.960577 3.463857 0.09 -0.05 -0.04
C -2.852663 1.705658 2.284146 -0.08 -0.02 0.14
H -4.513954 3.767135 0.135396 -0.01 0.01 0.00
H -5.743304 4.236647 2.255977 0.00 0.01 -0.02
H -5.113556 3.103937 4.335293 0.00 0.00 0.01
H -3.254873 1.449244 4.375396 0.02 -0.02 0.00
N 4.656366 -1.034721 -0.146824 0.19 0.32 0.01
C 3.418216 -1.190899 0.663259 -0.26 -0.27 0.14
P 2.301758 -2.145314 -0.466512 -0.05 0.15 0.79
O 3.173550 -3.173421 -1.080320 0.12 -0.31 -0.20
O 1.570110 -1.153799 -1.320976 -0.34 0.14 -0.20
C 1.038933 -2.997715 0.584772 0.35 0.29 -0.05
N 0.315861 -3.889376 -0.350815 -0.44 0.21 -0.27
H 5.498417 -1.009873 0.427277 -0.05 0.06 -0.06
H 4.578856 -0.114714 -0.666586 0.04 -0.11 -0.02
H 4.713395 -1.827491 -0.801544 0.04 -0.08 -0.08
H 3.070959 -0.192553 0.928813 -0.06 -0.02 -0.03
H 3.640173 -1.755365 1.568051 0.02 -0.04 -0.05
H 0.333131 -2.293444 1.031088 0.00 0.06 -0.02
H 1.521029 -3.551589 1.390124 -0.01 -0.11 -0.07
H -0.480035 -3.073175 -1.056088 0.70 -0.62 0.58
H -0.249277 -4.569730 0.151888 0.02 0.00 -0.04
H 0.992108 -4.399818 -0.921615 -0.04 0.03 -0.07
C -2.831613 -2.244672 -0.475215 -0.08 0.18 -0.17
S -1.431298 -1.840385 -1.530170 -0.14 0.01 -0.08
C -1.932402 -2.354306 -3.180016 -0.13 -0.01 0.08
H -3.642190 -1.548757 -0.678755 0.01 0.01 0.02
H -2.486051 -2.106580 0.548779 -0.04 0.03 0.00
H -3.145639 -3.271932 -0.647757 0.00 -0.01 0.02
H -2.341575 -3.361874 -3.162210 0.02 0.00 -0.01
H -1.038966 -2.322939 -3.800470 -0.01 0.00 -0.02
H -2.670025 -1.649895 -3.555590 -0.01 0.00 -0.03
```
Positions in Å, forces in eV/Å.

Computed properties:
Orbital gap (eV): 7.330
Energy above the lowest of the compared OMol25 structures with the same formula, charge and spin (kJ/mol): 187.7
2S+1: 1
E_HOMO (eV): -9.91
Charge: +1
Total energy (eV): -63497.3611
F_max (eV Å⁻¹): 1.3

Atomic partial charges in e from the natural (NBO) method, atoms 1 to 2: number 1, Sr, carries 1.83; number 2, C, carries -0.54



[4]
This record from the OMol25 dataset describes an isolated molecule of C16H25N5O4S at a distorted geometry. The level of theory is ωB97M-V/def2-TZVPD.

XYZ file:
```
51
Properties=species:S:1:pos:R:3:forces:R:3
C 6.477536 0.523830 -1.914456 -0.22 -0.09 0.08
H 6.621490 0.438173 -2.988393 0.07 -0.01 -0.11
H 7.360228 0.135953 -1.411485 0.13 -0.04 0.01
H 6.353686 1.571241 -1.654212 0.07 0.06 -0.04
C 5.229014 -0.247043 -1.494239 0.12 0.19 -0.55
N 4.948673 -0.175509 -0.078133 -0.50 0.99 0.40
S 4.147415 1.184690 0.427984 -0.57 -0.42 -0.17
O 4.413068 2.310275 -0.425099 -0.06 -0.16 -0.16
O 4.352882 1.348553 1.836955 0.16 -0.26 0.11
C 2.425866 0.736598 0.165749 0.70 -0.02 -0.01
C 2.042300 -0.570567 0.065594 -0.14 -0.17 -0.02
C 0.693106 -0.909420 -0.106047 0.39 1.33 0.13
C -0.288526 0.113303 -0.167448 0.19 -0.16 0.02
N -1.598905 -0.158227 -0.330597 -0.66 -1.20 -0.17
N -2.513927 0.833147 -0.374430 0.06 0.90 0.07
C -3.748473 0.593150 -0.561075 0.11 -0.14 -0.09
C -4.684500 1.758273 -0.566016 -0.11 0.10 0.24
H -4.142704 2.675640 -0.340730 0.04 -0.03 -0.04
H -5.140747 1.843851 -1.554322 -0.04 0.04 -0.04
C -5.797174 1.522445 0.460469 0.03 0.18 -0.25
N -6.477417 0.276246 0.168694 0.03 -0.02 0.01
C -7.666378 0.102598 0.973836 0.02 -0.01 0.01
H -8.339523 0.940375 0.799032 -0.07 0.00 0.04
H -8.169285 -0.815058 0.672634 -0.07 -0.02 0.04
H -7.447945 0.046098 2.051692 -0.01 0.00 0.03
C -5.566459 -0.842896 0.297196 0.00 -0.11 -0.17
H -6.124447 -1.765418 0.120271 0.05 0.02 0.06
C -4.437752 -0.728341 -0.734800 0.15 -0.16 0.22
H -3.766395 -1.581752 -0.629786 -0.02 0.00 -0.05
H -4.879258 -0.756871 -1.733591 0.02 -0.04 -0.02
H -5.127129 -0.897758 1.311239 -0.06 -0.02 -0.03
H -6.523790 2.335827 0.401820 0.03 -0.02 0.06
H -5.361344 1.522662 1.476670 -0.06 0.00 -0.01
H -1.863811 -1.143026 -0.413186 0.20 0.49 0.05
C 0.148697 1.452480 -0.059678 0.09 0.08 0.04
C 1.473478 1.756550 0.101422 -0.10 -0.07 -0.04
H 1.812617 2.777363 0.174553 -0.10 0.20 -0.02
H -0.606983 2.219006 -0.111270 0.03 0.06 0.00
N 0.385711 -2.287396 -0.211736 0.01 -0.71 -0.06
O 1.297781 -3.089688 -0.167758 -0.03 -0.14 0.00
O -0.789678 -2.625387 -0.346337 -0.12 -0.15 -0.02
H 2.773023 -1.361713 0.111147 -0.01 -0.03 -0.01
C 5.839271 -0.827583 0.865846 0.00 -0.16 0.73
C 5.055898 -1.741987 1.800947 0.28 0.09 -0.11
H 4.525259 -2.507304 1.239072 -0.06 -0.10 -0.05
H 4.341959 -1.151371 2.368083 -0.07 -0.03 0.09
H 5.736831 -2.229269 2.494072 0.02 -0.09 0.13
H 6.363728 -0.071338 1.457272 0.15 -0.18 -0.08
H 6.573794 -1.405164 0.301267 -0.05 0.14 -0.07
H 4.355667 0.174693 -1.996980 0.05 -0.18 -0.20
H 5.313588 -1.302914 -1.771702 -0.12 0.07 0.03
```
Positions in Å, forces in eV/Å.

Computed properties:
Orbital gap (eV): 7.694
Energy above the lowest of the compared OMol25 structures with the same formula, charge and spin (kJ/mol): 407.3
2S+1: 1
E_HOMO (eV): -8.37
SMILES: CCN(CC)S(=O)(=O)c1ccc(NN=C2CCN(C)CC2)c([N+](=O)[O-])c1
Total energy (eV): -43469.5646
F_max (eV Å⁻¹): 1.4

Atomic partial charges in e from the natural (NBO) method, atoms 1 to 2: number 1, C, carries -0.63; number 2, H, carries 0.21



total energy of number 3 (C16H25N3O5PS2Sr)? -63497.3611 eV



What is the formula in the first record? C16H25F5InN6O7S



Look up the E_HOMO of the third one. -9.91 eV